136
Properties=species:S:1:pos:R:3 method="wB97M-V/def2-TZVPD" orbital_gap_ev=7.96 total_charge=+1 total_energy_ev=-182638.771 multiplicity=1
Cl -0.0694 -4.0293 -6.1861
S -3.8350 2.6990 -4.2718
S 4.0145 1.4150 2.6740
S -4.3162 0.6621 2.8676
S 7.6009 5.0705 1.2258
S 0.1860 -7.8416 3.0041
S -1.2166 -2.2915 3.6311
S 5.3861 3.9634 6.0345
S -2.9538 6.2744 3.1816
P -2.0682 -1.3342 -1.1967
P 0.6278 -4.7439 -2.4961
O 7.8520 4.5937 2.6132
O -1.7463 -3.3469 2.7143
O 3.3831 1.2748 1.3202
O 4.0630 -3.9728 -3.5376
O -3.3685 4.9091 3.5969
O 4.7598 2.9414 5.1435
O 0.5572 -7.3785 4.3658
O -3.5456 2.0994 -2.9355
O -3.0790 0.6834 3.6892
O 0.7625 -2.5038 -0.6571
N -0.3107 -2.4838 -4.0176
N -0.5891 -1.2452 -2.1399
N 0.8456 -5.9013 -3.5145
N 1.9955 -2.8526 -3.9343
N -1.2718 -0.3193 -4.1446
N -2.6694 -0.5357 -6.0148
C 1.6271 0.2838 -1.1026
C -5.3029 1.8922 -4.9077
C -1.2526 -8.9006 3.1819
C 0.6751 -1.9537 -1.9271
C 6.9123 6.7211 1.3669
C -4.4380 2.2567 2.0498
C -1.8409 -0.0842 0.0952
C -5.7027 0.9287 3.9754
C -0.6754 -6.4728 2.2274
C -0.9272 -3.0858 5.2123
C 7.1254 3.9649 5.6313
C 3.0870 0.3611 3.7853
C 0.5179 -2.0786 3.2129
C 1.7988 -0.9018 -2.0723
C -4.3407 6.9943 2.2968
C 3.0248 -3.4635 -3.6924
C -4.5853 4.3029 -3.9981
C -0.4023 0.0877 -6.3760
C -3.5307 -3.8551 -4.6681
C 1.2211 1.5659 -1.8096
C -2.8524 -0.4504 -7.3240
C 5.5305 3.2255 7.6642
C -1.1049 -3.2491 -4.9721
C -1.4567 -0.2623 -5.5660
C -2.0982 -4.2272 -4.3237
C -0.7711 -1.3344 -3.4920
C 0.7789 -2.9911 -3.1704
C -1.8729 -0.0737 -8.2200
C -1.8917 6.0755 1.7471
C -2.1677 -2.9444 -0.3891
C -0.6098 0.2017 -7.7327
C 6.0867 4.2719 0.6828
C 5.4977 0.4070 2.6494
H 0.0491 -6.5219 -3.5706
H 0.0444 -5.6707 2.0798
H -4.2274 -4.5840 -4.2661
H -2.0120 -8.3834 3.7679
H 7.6627 4.6149 6.3222
H 7.6958 7.3735 1.7456
H 2.5921 0.4620 -0.6410
H -1.8963 -3.3494 5.6292
H -5.6009 2.3717 -5.8399
H -3.8317 4.9503 -3.5559
H -1.5614 0.4882 -3.6007
H 7.2077 4.3386 4.6112
H 1.9256 1.7921 -2.6090
H -1.6360 -9.1598 2.1951
H -5.1414 7.1542 3.0151
H -0.5916 -4.7621 -1.8111
H -4.6712 6.3063 1.5184
H 0.9792 -1.4109 3.9393
H 2.1000 0.8030 3.9068
H -3.8359 -0.7006 -7.6890
H -1.6593 7.0555 1.3306
H -0.9350 -9.8024 3.7001
H -4.0392 7.9486 1.8656
H -0.9765 5.5921 2.0816
H 4.5270 3.0969 8.0638
H -1.6839 -2.5492 -5.5532
H 2.7630 -1.3793 -1.8922
H 3.0030 -0.6376 3.3538
H -1.5149 0.8212 -0.4130
H -2.8045 0.1178 0.5500
H 6.2932 3.2092 0.5777
H -5.7836 0.0579 4.6223
H 6.2080 0.8791 1.9744
H -1.9639 -4.1690 -3.2445
H 0.5698 0.2716 -5.9454
H -1.2296 -3.4284 -0.1428
H 5.7874 4.6831 -0.2810
H -3.6595 -3.8375 -5.7490
H -6.6156 1.0382 3.3907
H 7.5118 2.9467 5.6840
H -3.7788 -2.8713 -4.2761
H -0.4211 -2.3847 5.8750
H 0.2223 1.5124 -2.2435
H 6.5929 7.0641 0.3832
H 5.3058 4.4237 1.4284
H 0.2005 0.4762 -8.3880
H 1.8384 -0.5195 -3.0908
H -5.4291 4.1932 -3.3174
H -5.5157 1.8213 4.5717
H 6.0998 3.8922 8.3111
H 0.5706 -1.6321 2.2204
H -3.6237 2.3297 1.3306
H -1.0960 -0.3367 0.8469
H 1.2499 2.4013 -1.1150
H -2.3934 5.4508 1.0077
H -1.8523 -5.2441 -4.6116
H 3.5964 0.3314 4.7472
H 6.0728 6.7049 2.0618
H -2.7905 -3.6204 -0.9694
H -1.4744 -6.1204 2.8784
H -1.0789 -6.7864 1.2633
H 0.9309 0.0302 -0.3081
H -6.1010 1.9567 -4.1686
H -5.3929 2.3175 1.5254
H 5.9164 0.3723 3.6541
H 1.0162 -3.0493 3.2124
H 5.2553 -0.5952 2.2940
H -2.0932 -0.0046 -9.2723
H 6.0249 2.2577 7.5798
H 1.6536 -4.6906 -1.5446
H -5.0480 0.8502 -5.0922
H -4.3487 3.0593 2.7827
H -0.3273 -3.9857 5.0698
H -2.6654 -2.7692 0.5632
H 1.6921 -2.5959 -0.4288
H -4.9108 4.7163 -4.9520